Computed, not measured: C7H12N2 in the gas phase in a non-equilibrium geometry, with ωB97M-V/def2-TZVPD.

Positions of all 21 atoms, in Å:
C1 0.4375 3.1096 0.6762
C2 0.5567 1.7048 0.0536
C3 1.6622 0.7553 0.3076
C4 0.4411 0.4615 1.0173
C5 -0.3769 -0.7081 0.7092
C6 -1.1205 -0.7309 -0.4636
C7 -1.8167 -1.9775 -0.9933
H1 0.4560 3.0531 1.7474
H2 0.7292 4.0407 0.2295
H3 -0.7634 3.1488 0.7896
H4 0.0090 1.7090 -0.9299
H5 1.8140 -0.2193 -0.4128
H6 2.3563 1.0104 1.1068
H7 0.1959 0.8944 2.0033
H8 -0.7120 -1.5266 1.6183
H9 -1.0679 -0.0701 -1.4709
H10 -2.9753 -1.9726 -0.9055
H11 0.7105 -2.5871 -0.8329
H12 0.5274 -3.9575 -1.3724
N1 -1.2084 -3.0226 -1.4473
N2 0.1453 -3.1154 -1.4303

Summary:
Energy in eV: -10427.8909
LUMO level in hartree: 0.0339
HOMO energy in eV: -8.697
Relative energy (zero: lowest compared OMol25 entry of this formula, charge and spin) in kcal/mol: 128.8
Frontier orbital gap in eV: 9.6
Structure (SMILES): C[C@H]1C[C@@H]1/C=C/C=N\N
2S+1: 1

***

Computed, not measured: C4H8O2 in the gas phase in a non-equilibrium geometry, with ωB97M-V/def2-TZVPD.

Positions of all 14 atoms, in Å:
C1 0.4520 -2.1140 0.4618
C2 0.9058 0.0690 -0.2937
C3 -0.5529 1.8279 -0.7908
C4 -1.4657 1.5022 0.1342
H1 0.1584 -1.8250 1.5136
H2 -0.1846 -2.9435 0.1428
H3 1.5358 -2.3796 0.4071
H4 1.9549 -0.1460 -0.4851
H5 0.7611 0.4573 0.7501
H6 -0.5455 2.8068 -1.2718
H7 -1.4520 0.5246 0.6343
H8 -2.2035 2.2474 0.4370
O1 0.1280 -1.0949 -0.4596
O2 0.5082 1.0677 -1.1800

Summary:
Energy in eV: -8370.9579
LUMO level in hartree: 0.0380
HOMO energy in eV: -9.184
Relative energy (zero: lowest compared OMol25 entry of this formula, charge and spin) in kcal/mol: 53.6
Frontier orbital gap in eV: 10.2
Structure (SMILES): C=COCOC
2S+1: 1

***

Computed, not measured: a molecular structure, C39H30I3N6O5STl in a non-equilibrium geometry, with ωB97M-V/def2-TZVPD.

Positions of all 85 atoms, in Å:
Tl1 -0.6672 -0.7221 0.3862
C1 -0.7796 -5.4489 -1.0444
C2 -0.2854 -4.5563 -2.1401
N1 0.1370 -5.1246 -3.2494
C3 0.5897 -4.3394 -4.2271
C4 0.6377 -2.9634 -4.1643
C5 1.1537 -2.2467 -5.3898
O1 0.6395 -2.7987 -6.5899
C6 0.1937 -2.3061 -2.9834
C7 0.1877 -0.8923 -2.8920
N2 -0.2842 -0.1589 -1.9158
C8 -0.5989 1.1612 -2.1693
C9 -1.1891 1.5403 -3.3831
C10 -1.6386 2.8281 -3.5810
C11 -1.5112 3.7740 -2.5767
C12 -0.9331 3.4188 -1.3719
C13 -0.4738 2.1290 -1.1633
I1 -3.2402 0.2687 0.1677
C14 -0.2576 -3.1418 -1.9059
O2 -0.5606 -2.7240 -0.7333
H1 -0.5166 -6.4834 -1.2509
H2 -1.8615 -5.3627 -0.9546
H3 -0.3652 -5.1398 -0.0870
H4 0.9363 -4.8554 -5.1134
H5 2.2421 -2.3549 -5.4558
H6 0.9279 -1.1745 -5.3703
H7 -0.3139 -2.8821 -6.4742
H8 0.6018 -0.3503 -3.7454
H9 -1.3376 0.7910 -4.1500
H10 -2.0956 3.0869 -4.5252
H11 -1.8441 4.7904 -2.7255
H12 -0.7902 4.1565 -0.5971
C15 2.6563 -0.1550 3.4122
C16 2.2908 -1.0128 4.4359
C17 1.1034 -1.7121 4.3598
C18 0.2432 -1.5410 3.2677
C19 0.6483 -0.7167 2.2115
C20 1.8468 -0.0334 2.2911
C21 -1.0663 -2.1986 3.2374
C22 -1.7342 -2.5341 4.4326
C23 -2.9851 -3.0881 4.3815
C24 -3.5714 -3.3606 3.1239
C25 -4.8365 -3.9499 2.9732
C26 -5.3633 -4.1552 1.7203
C27 -4.6358 -3.8034 0.5798
C28 -3.3868 -3.2488 0.6956
C29 -2.8331 -2.9949 1.9640
N3 -1.6283 -2.3951 2.0476
H13 3.5810 0.4006 3.4654
H14 2.9318 -1.1330 5.2998
H15 0.8557 -2.4311 5.1301
H16 2.1683 0.6206 1.4938
H17 -1.2796 -2.2955 5.3831
H18 -3.5341 -3.3012 5.2904
H19 -5.3915 -4.2341 3.8588
H20 -6.3436 -4.5973 1.6077
H21 -5.0654 -3.9714 -0.3988
H22 -2.7929 -2.9897 -0.1656
I2 2.9280 -1.5643 -0.7467
C30 2.7326 -3.6825 -0.9330
I3 2.7478 -4.7394 0.9305
H23 3.5626 -4.0543 -1.5227
H24 1.7818 -3.8893 -1.4096
O3 3.5409 9.4686 -0.7840
S1 4.0232 8.1242 -0.4832
O4 4.1200 7.2657 -1.6590
O5 5.2078 8.0970 0.3783
C31 2.7398 7.3738 0.5860
N4 2.0302 8.2410 1.2917
C32 1.0944 7.7177 2.0798
C33 0.8335 6.3709 2.1399
C34 1.6441 5.5219 1.3510
N5 2.6247 6.0716 0.6001
C35 1.3767 4.1330 1.2045
C36 0.2308 3.5098 1.7660
C37 -0.2847 2.3945 1.2168
N6 0.2508 1.7969 0.0405
C38 1.6314 2.1427 -0.1402
C39 2.1445 3.2836 0.3507
H25 0.5209 8.4228 2.6752
H26 0.0351 5.9860 2.7553
H27 -0.2567 3.9302 2.6313
H28 -1.1794 1.9407 1.6185
H29 2.1821 1.4724 -0.7878
H30 3.1563 3.5779 0.1270

Summary:
Energy in eV: -99939.7764
LUMO level in hartree: 0.1058
HOMO energy in eV: -0.861
Relative energy (zero: lowest compared OMol25 entry of this formula, charge and spin) in kcal/mol: 12.0
Frontier orbital gap in eV: 3.7
2S+1: 1
Net charge: -2

***

Q: What is the formula in the first record?
A: C7H12N2